The following is a DFT calculation (wB97M-V/def2-TZVPD) of a 4-piece molecular cluster, C9H13Br6ClF4O4S overall in a non-equilibrium geometry.

CARTESIAN COORDINATES (ANGSTROEM)
O  2.38790  1.51160  0.77797
C  2.62981  0.87690  -0.16140
O  1.95405  -0.26826  -0.52836
C  0.60688  -0.23122  -0.13930
Cl  -0.07002  -1.87708  -0.44235
S  -0.41333  0.97548  -1.09896
O  0.37425  1.84695  -1.91456
O  -1.15708  1.71718  -0.13034
F  -1.47458  0.14242  -1.96216
C  3.77286  1.28535  -1.16402
F  4.08990  2.55291  -1.07467
F  4.85595  0.50619  -0.97673
F  3.32070  0.97148  -2.39793
H  0.49738  -0.05349  0.94776
Br  -1.64085  -0.43481  3.02623
C  -0.69204  -1.57267  4.28930
C  0.74313  -1.14302  4.43142
Br  1.79587  -1.71239  2.89692
H  -0.80127  -2.59584  3.93880
H  -1.22282  -1.45872  5.23347
H  1.20725  -1.62293  5.29184
H  0.86070  -0.06580  4.51547
Br  4.10672  0.04969  -5.93658
C  4.06138  1.98701  -5.74871
C  2.64772  2.50736  -5.75171
Br  1.90301  2.53156  -7.55110
H  4.67018  2.39686  -6.55025
H  4.54101  2.19110  -4.79231
H  2.62090  3.54395  -5.41894
H  1.97365  1.91549  -5.13791
Br  -6.34592  -1.90056  0.73493
C  -6.70942  -2.18654  2.62586
C  -5.52397  -1.81184  3.47585
Br  -4.13591  -3.17400  3.39852
H  -7.00349  -3.22669  2.73823
H  -7.55998  -1.54529  2.85268
H  -5.80808  -1.75482  4.52572
H  -5.06245  -0.87353  3.17733

Forces on atoms 1 to 6 (eV/Å):
-0.664 1.445 2.075
0.994 -0.727 -1.714
-0.234 0.943 -0.630
-0.177 -2.459 0.111
0.450 0.782 0.249
-1.053 3.125 0.796

Summary:
* structure (SMILES): O=C(O[C@H](Cl)S(=O)(=O)F)C(F)(F)F.BrCCBr.BrCCBr.BrCCBr
* frontier orbital gap: 0.372 Eh
* lowest unoccupied orbital energy: 0.165 eV

***

The following is a DFT calculation (wB97M-V/def2-TZVPD) of one molecule with the formula C4H3NO2.

CARTESIAN COORDINATES (ANGSTROEM)
O  -0.95795  -0.62880  2.33763
C  -1.30140  -0.98187  1.24444
C  -1.61807  0.00314  0.14569
N  -0.71717  0.02635  -0.67485
C  0.41066  0.24927  -1.23600
C  1.35848  1.03768  -0.42133
O  1.05242  1.60324  0.60545
H  -1.30657  -2.03816  0.91018
H  0.67706  -0.27489  -2.14820
H  2.40255  1.00404  -0.76302

Forces on atoms 1 to 6 (eV/Å):
-0.401 -0.230 -0.524
0.219 0.034 0.461
0.714 -0.132 -0.270
-0.420 0.097 0.260
-0.048 -0.099 0.128
0.000 0.239 0.412

Summary:
* energy relative to the best compared isomer or geometry (same formula, charge and spin): 82.95 kcal/mol
* frontier orbital gap: 0.317 Eh
* lowest unoccupied orbital energy: -0.589 eV

***

The following is a DFT calculation (wB97M-V/def2-TZVPD) of a 3-piece molecular cluster, C14H24BN3O9 overall in a non-equilibrium geometry.

CARTESIAN COORDINATES (ANGSTROEM)
C  3.20036  1.96830  1.67231
B  3.48912  0.62384  0.77122
O  4.83543  -0.04402  0.84117
C  2.38742  -0.06406  -0.29107
C  1.27833  1.00291  -0.84728
N  -0.08287  0.92895  -0.19748
C  -0.10386  0.03826  1.03057
N  -0.52583  0.61445  2.21078
N  0.37721  -1.38511  0.85318
C  0.16098  -2.23973  2.08187
O  -0.52064  -3.40782  1.91881
O  0.66273  -1.95954  3.43884
C  1.78668  -1.45987  0.31647
H  3.90545  1.89231  2.62739
H  3.55461  2.92039  1.04792
H  2.07468  2.03625  1.99329
H  4.74395  -0.76894  1.52896
H  3.05192  -0.37315  -1.23382
H  1.67589  2.11193  -0.65967
H  1.15577  0.92439  -2.02690
H  -0.50946  1.86445  -0.02106
H  -1.37974  1.24774  2.19624
H  -0.02442  0.53945  3.12303
H  1.88318  -2.31741  -0.50268
H  2.47151  -1.82126  1.22508
C  -4.93809  0.04428  5.69139
C  -5.02900  0.42233  4.22769
C  -4.48085  -0.61910  3.30070
O  -4.12587  0.14822  2.16395
C  -3.83613  1.40262  2.62501
O  -3.31156  2.27909  1.95868
O  -4.21024  1.54298  3.93378
H  -5.34830  0.84609  6.31508
H  -5.49434  -0.87516  5.89692
H  -3.89736  -0.09303  6.00389
H  -6.06244  0.68509  3.97097
H  -5.22347  -1.37880  3.04119
H  -3.57900  -1.11263  3.67945
C  0.94354  -0.70200  -7.39505
C  1.85501  -0.66520  -6.18614
C  1.18446  -1.08056  -4.91248
O  1.96675  -0.42087  -3.93278
C  2.47506  0.69524  -4.53774
O  3.04048  1.60216  -3.95024
O  2.26266  0.66077  -5.88912
H  1.48938  -0.38327  -8.28983
H  0.55473  -1.71032  -7.56577
H  0.10120  -0.01136  -7.28055
H  2.75717  -1.25885  -6.37755
H  1.20652  -2.16377  -4.76366
H  0.15127  -0.72670  -4.82500

Forces on atoms 1 to 6 (eV/Å):
0.803 -0.100 0.306
0.989 -0.661 -0.102
-3.250 0.164 1.176
0.307 0.067 -0.824
1.010 0.843 -1.469
0.238 -2.431 3.374

Summary:
* energy relative to the best compared isomer or geometry (same formula, charge and spin): 115.07 kcal/mol
* frontier orbital gap: 0.271 Eh
* lowest unoccupied orbital energy: -0.613 eV

***

The following is a DFT calculation (wB97M-V/def2-TZVPD) of a 2-piece molecular cluster, C2H2NO2P overall in a non-equilibrium geometry.

CARTESIAN COORDINATES (ANGSTROEM)
C  1.50924  0.91209  -0.75614
C  1.41351  -0.01533  0.00453
N  -2.45281  0.01545  0.23802
O  -1.74863  -0.98399  0.26469
O  1.20939  -0.96785  0.86932
P  -3.47021  1.04097  0.04101
H  1.93169  1.79016  -1.18667
H  1.60782  -1.79149  0.52525

Forces on atoms 1 to 6 (eV/Å):
0.415 -0.044 0.427
-0.128 0.437 -0.164
2.682 -4.776 -0.274
-0.935 2.247 0.334
0.326 -0.678 -0.292
-1.771 2.514 -0.085

Summary:
* energy relative to the best compared isomer or geometry (same formula, charge and spin): 117.16 kcal/mol
* structure (SMILES): [O-][N+]#P.C#CO
* frontier orbital gap: 0.346 Eh
* lowest unoccupied orbital energy: 0.035 eV

***

The following is a DFT calculation (wB97M-V/def2-TZVPD) of a 4-piece molecular cluster, C14H22N3O13S4 overall in a non-equilibrium geometry.

CARTESIAN COORDINATES (ANGSTROEM)
N  2.16008  2.48260  -0.61128
C  1.19706  3.45295  0.02244
C  0.24095  3.96331  -1.14146
N  -1.19927  3.65409  -0.95304
C  -1.76314  3.86334  0.31097
C  -3.16481  3.58352  0.66188
C  -4.08177  3.06031  -0.40599
C  -3.49011  2.87109  -1.75408
N  -4.31097  2.35234  -2.84971
C  -4.08254  1.11082  -2.92651
O  -3.60438  0.09173  -3.21411
C  -2.03330  3.17911  -1.97900
S  -1.41056  2.89144  -3.68052
H  3.03334  2.54244  -0.07515
H  1.77182  1.55569  -0.36185
H  0.67870  2.87973  0.84329
H  1.74886  4.32524  0.46936
H  0.67564  3.61266  -2.11336
H  0.32216  5.09954  -1.15237
H  -1.09716  4.25265  1.13094
H  -3.55692  3.74201  1.70454
H  -5.15153  2.82274  -0.16766
H  -1.57132  4.05390  -4.41045
C  -2.00760  -2.08268  -1.01229
C  -2.61312  -1.06757  -0.06202
O  -1.56892  -0.76373  0.86520
S  -0.14342  -0.86896  0.11146
O  0.25511  0.44720  -0.28493
O  0.69913  -1.73013  0.86087
O  -0.65407  -1.65576  -1.20148
H  -1.99128  -3.08068  -0.56782
H  -2.53267  -2.12004  -1.96556
H  -3.48881  -1.45384  0.45720
H  -2.87898  -0.14444  -0.58596
C  0.38105  -3.43625  3.55916
C  1.38446  -4.31521  4.28271
O  0.85151  -4.47394  5.59950
S  -0.76389  -4.46036  5.52326
O  -1.22544  -5.80650  5.51120
O  -1.24904  -3.48858  6.44235
O  -0.90023  -3.86742  4.02324
H  0.50680  -2.38543  3.83302
H  0.44778  -3.53809  2.47774
H  2.37715  -3.86963  4.31987
H  1.44803  -5.30479  3.82210
C  3.11670  -0.33213  -2.55601
C  3.77074  -1.57028  -3.14308
O  4.91497  -1.80669  -2.32181
S  4.59175  -1.33219  -0.81083
O  4.20052  -2.47359  -0.05580
O  5.61908  -0.44431  -0.38896
O  3.26276  -0.46666  -1.14028
H  3.63790  0.57669  -2.86732
H  2.06335  -0.25477  -2.82476
H  4.06511  -1.43213  -4.18220
H  3.11276  -2.44037  -3.06464

Forces on atoms 1 to 6 (eV/Å):
-0.382 0.237 1.390
0.349 -0.839 -0.385
1.427 1.608 0.513
-2.966 -0.712 0.496
-1.657 -0.527 0.458
0.415 -0.707 -3.145

Summary:
* net charge: +1
* frontier orbital gap: 0.277 Eh
* lowest unoccupied orbital energy: -5.086 eV

***

The following is a DFT calculation (wB97M-V/def2-TZVPD) of C31H60GaN6O as an isolated structure in a non-equilibrium geometry.

CARTESIAN COORDINATES (ANGSTROEM)
C  0.33249  -3.07619  -0.24903
O  -0.60709  -2.33781  -0.99689
C  -0.68516  -1.01754  -0.47109
C  -1.42602  -0.11103  -1.42333
C  -2.30077  0.91043  -0.72143
C  -1.51703  2.13454  -0.18420
C  -0.50139  1.81170  0.93344
C  1.00777  2.02248  0.59041
Ga  1.71899  1.68599  -1.31735
H  1.33145  -2.81178  -0.58500
H  0.30826  -2.84062  0.81113
H  0.17280  -4.13750  -0.38231
H  -1.20720  -1.06088  0.48726
H  0.31992  -0.65028  -0.27268
H  -2.09018  -0.77867  -1.97603
H  -0.76566  0.32560  -2.15699
H  -2.81915  0.45644  0.11438
H  -3.03380  1.24960  -1.43574
H  -1.08212  2.71065  -0.98508
H  -2.28726  2.77322  0.25223
H  -0.72372  2.47316  1.77076
H  -0.71057  0.81846  1.30539
H  1.54341  1.31674  1.22538
H  1.30216  3.01105  0.92748
H  0.67537  2.09046  -2.49072
H  2.98122  2.70898  -1.52292
H  2.22995  0.16625  -1.56006
C  2.41072  -6.20047  3.24884
C  1.87227  -6.64853  1.89730
C  2.89756  -6.47795  0.77148
C  3.29077  -5.06643  0.63316
N  3.59820  -3.97772  0.53544
H  2.65626  -5.13773  3.24498
H  1.66428  -6.35864  4.02733
H  3.30966  -6.76033  3.52073
H  0.97264  -6.07835  1.66549
H  1.57991  -7.69969  1.95710
H  2.48484  -6.81557  -0.17964
H  3.79410  -7.06500  0.97698
C  -1.14842  -1.07668  4.09245
C  -2.19963  -2.02663  4.65052
C  -1.62130  -3.39060  5.03907
C  -1.03588  -4.04479  3.86074
N  -0.58157  -4.51335  2.92379
H  -0.70478  -1.46763  3.17546
H  -1.59903  -0.11932  3.84827
H  -0.34482  -0.90307  4.81386
H  -2.98740  -2.16647  3.90767
H  -2.66658  -1.57509  5.53052
H  -2.39709  -4.04106  5.44450
H  -0.84628  -3.27746  5.79816
C  3.16512  -3.79964  -2.95853
C  3.53177  -2.33429  -2.74198
C  3.33348  -1.46833  -3.98773
C  4.17467  -1.93797  -5.09803
N  4.83680  -2.30412  -5.95519
H  3.79871  -4.27537  -3.71137
H  3.28941  -4.35128  -2.02883
H  2.12391  -3.89959  -3.27535
H  4.57059  -2.26981  -2.41267
H  2.91844  -1.92126  -1.94060
H  3.59116  -0.43193  -3.77032
H  2.29123  -1.49345  -4.30756
C  -3.94332  2.13605  -6.02154
C  -2.79458  1.32146  -5.43658
C  -3.26336  0.03609  -4.74863
C  -4.16244  0.34110  -3.63136
N  -4.81974  0.57824  -2.72784
H  -4.63058  2.47064  -5.24314
H  -3.56251  3.02488  -6.52573
H  -4.51031  1.55108  -6.74985
H  -2.24320  1.93413  -4.72140
H  -2.09745  1.05626  -6.23351
H  -2.40852  -0.51602  -4.35740
H  -3.79040  -0.60966  -5.45305
C  -3.94016  3.91718  3.51475
C  -5.01139  3.00262  4.10043
C  -4.44815  1.65747  4.56937
C  -3.83888  0.93939  3.44715
N  -3.36310  0.41674  2.55037
H  -3.48150  3.47905  2.62696
H  -4.37441  4.87261  3.22009
H  -3.15111  4.11490  4.24286
H  -5.78777  2.83092  3.35251
H  -5.48807  3.49785  4.94943
H  -5.23781  1.03567  4.99221
H  -3.68886  1.80839  5.33893
C  3.52876  7.53213  -1.52389
C  4.72252  6.77146  -0.95747
C  4.32286  5.45213  -0.28831
C  3.41301  5.71160  0.83529
N  2.72731  5.95246  1.71707
H  2.82977  7.81816  -0.73683
H  3.85768  8.44748  -2.01925
H  2.99049  6.92588  -2.25421
H  5.24541  7.40658  -0.23775
H  5.42619  6.55402  -1.76358
H  5.20391  4.93258  0.08665
H  3.82457  4.79238  -1.00250

Forces on atoms 1 to 6 (eV/Å):
0.365 0.379 -0.340
-0.118 -0.168 0.122
0.207 -0.013 -0.003
-0.677 -0.866 0.086
1.195 0.952 -0.131
-0.909 -0.466 0.686

Summary:
* net charge: -1
* frontier orbital gap: 0.253 Eh
* lowest unoccupied orbital energy: 2.123 eV

***

> Which value of frontier orbital gap does entry 4 give?

0.346 Eh

***

> Which of these has the lowest lowest unoccupied orbital energy?

C14H22N3O13S4

***

> frontier orbital gap of number 6 (C31H60GaN6O)?

0.253 Eh